(1)
85
Properties=species:S:1:pos:R:3:forces:R:3:mulliken_charge:R:1 method="wB97M-V/def2-TZVPD" homo_lumo_gap_ev=7.127 total_energy_ha=-1938.21222 total_charge=+1 homo_ev=-11.0 de_lowest_kcal_mol=25.6
O 3.974 0.001 1.166 -1.99 2.99 -0.90 -0.4213
C 3.341 1.001 0.941 1.47 -2.48 -0.80 0.4499
F 3.021 1.411 -0.386 0.36 -0.49 3.06 -0.1502
N 2.882 1.906 2.022 -1.39 2.13 -3.21 0.1909
C 3.668 3.135 1.871 2.57 0.74 1.63 0.5011
O 4.608 3.277 2.577 -0.85 0.08 -0.79 -0.3855
F 3.408 4.114 0.929 -1.03 -1.84 0.79 -0.1538
C 1.447 2.133 1.931 -1.64 -2.77 0.86 -0.0220
C 0.577 1.037 2.301 1.65 3.15 -0.90 -0.4953
N -0.730 1.531 2.092 3.92 1.77 -0.82 0.2346
O -1.838 0.797 2.299 -0.17 -0.09 -0.52 -0.4127
C -0.625 2.823 1.626 -0.92 0.38 -0.04 -0.3359
N 0.691 3.256 1.533 -1.12 -3.76 1.14 0.1588
H 0.959 0.057 2.669 -1.09 0.84 -0.34 0.5906
H -1.721 0.009 1.708 -0.17 0.21 0.58 0.2298
H -1.517 3.453 1.361 1.15 -0.81 0.39 0.4908
H 1.071 4.160 1.239 -0.53 -0.31 -0.18 0.2686
C -0.431 -5.135 3.956 -0.09 -0.19 0.16 -1.4119
C 0.179 -3.766 4.240 -0.09 -0.10 -0.46 0.3019
C -0.797 -2.597 4.001 0.26 0.09 0.29 -0.7882
O -1.005 -2.273 2.627 -0.24 0.24 0.14 -0.2359
C -1.947 -3.107 1.961 0.10 0.06 -0.41 -0.8027
N 1.406 -3.619 3.448 -0.23 0.43 0.05 -0.6446
H -0.505 -5.350 2.889 0.03 0.09 0.03 0.2484
H 0.186 -5.921 4.396 0.01 0.10 -0.05 0.3672
H -1.431 -5.218 4.391 0.04 0.00 -0.03 0.3515
H 0.452 -3.747 5.300 -0.02 0.14 -0.03 0.4362
H -0.361 -1.698 4.451 0.02 0.01 -0.08 0.3216
H -1.755 -2.762 4.507 -0.04 -0.10 -0.11 0.5148
H -2.759 -3.419 2.622 0.09 -0.03 0.06 0.3658
H -1.446 -3.976 1.534 -0.14 -0.11 0.08 0.2224
H -2.375 -2.537 1.132 0.00 0.04 0.06 0.3013
H 1.868 -2.751 3.712 0.17 -0.17 0.10 0.2227
H 1.128 -3.460 2.480 0.11 -0.23 0.03 0.3025
C 1.411 4.570 -4.853 0.15 -0.12 -0.19 -1.4167
C 1.849 5.360 -3.624 -0.46 -0.13 -0.03 0.1819
C 1.890 4.518 -2.334 0.32 0.29 0.01 -0.4461
O 0.610 4.249 -1.763 0.23 -0.29 0.19 -0.3529
C -0.086 3.168 -2.366 -0.21 0.17 0.11 -0.5970
N 0.978 6.532 -3.477 0.14 -0.13 0.39 -0.7185
H 0.334 4.391 -4.876 0.04 0.05 0.08 0.2949
H 1.659 5.119 -5.763 -0.04 0.02 0.11 0.3546
H 1.919 3.603 -4.900 -0.03 0.04 0.00 0.3464
H 2.867 5.713 -3.813 -0.01 -0.01 0.14 0.4630
H 2.433 5.092 -1.576 -0.12 0.03 0.01 0.2633
H 2.452 3.587 -2.479 -0.12 -0.07 -0.09 0.3634
H 0.590 2.376 -2.697 0.03 0.06 -0.06 0.3418
H -0.690 3.526 -3.201 0.04 -0.18 -0.10 0.2723
H -0.771 2.752 -1.622 0.04 0.02 0.03 0.0942
H 1.332 7.112 -2.720 0.04 0.12 -0.17 0.2744
H 0.079 6.202 -3.128 0.01 0.07 -0.20 0.3155
C 4.270 -3.439 -3.515 0.13 -0.04 -0.23 -1.4901
C 4.723 -2.660 -2.284 -0.36 -0.27 0.04 0.3775
C 4.812 -3.519 -1.008 0.15 0.26 0.13 -0.7645
O 3.556 -3.820 -0.413 0.25 -0.12 -0.15 -0.2691
C 2.864 -4.904 -1.011 -0.26 0.16 0.20 -0.7180
N 3.833 -1.509 -2.095 -0.04 0.16 0.24 -0.6647
H 3.198 -3.640 -3.514 0.04 0.02 0.09 0.2692
H 4.485 -2.871 -4.423 -0.03 0.01 0.09 0.3811
H 4.797 -4.394 -3.590 -0.04 0.04 0.01 0.3613
H 5.729 -2.283 -2.494 -0.01 0.01 0.13 0.4140
H 5.362 -2.946 -0.255 -0.12 0.00 0.02 0.3116
H 5.388 -4.437 -1.180 -0.10 -0.05 -0.11 0.4394
H 3.545 -5.680 -1.368 0.02 0.06 -0.06 0.3190
H 2.232 -4.547 -1.827 0.05 -0.17 -0.15 0.2782
H 2.207 -5.341 -0.256 0.11 0.04 0.05 0.2192
H 4.184 -0.929 -1.337 0.13 -0.02 -0.12 0.1922
H 2.949 -1.861 -1.730 0.06 -0.05 -0.17 0.3317
C -6.131 -1.018 -0.510 -0.07 -0.24 -0.03 -1.5312
C -5.420 -0.375 0.677 -0.25 0.13 -0.34 0.4736
C -6.142 0.867 1.231 0.22 0.05 0.21 -0.7747
O -5.983 2.038 0.443 -0.15 -0.27 0.14 -0.3903
C -6.851 2.120 -0.678 0.20 0.27 -0.13 -0.6636
N -4.036 -0.064 0.293 0.27 0.09 0.19 -0.5903
H -5.989 -0.460 -1.437 0.01 0.05 0.09 0.2821
H -5.743 -2.024 -0.684 0.02 0.09 0.02 0.3712
H -7.204 -1.105 -0.324 0.06 0.03 -0.01 0.3639
H -5.394 -1.121 1.479 0.04 0.11 0.06 0.4132
H -5.700 1.107 2.204 0.03 0.07 -0.07 0.3137
H -7.204 0.666 1.416 -0.01 -0.06 -0.15 0.4785
H -7.830 1.680 -0.473 0.05 -0.07 0.01 0.3072
H -6.393 1.644 -1.547 -0.19 -0.09 -0.07 0.2451
H -6.990 3.175 -0.918 0.02 -0.04 0.12 0.2611
H -3.538 0.269 1.113 -0.40 0.07 -0.03 0.3295
H -4.069 0.750 -0.319 -0.02 -0.15 -0.05 0.2770


(2)
79
Properties=species:S:1:pos:R:3:forces:R:3:mulliken_charge:R:1 method="wB97M-V/def2-TZVPD" homo_lumo_gap_ev=9.303 total_energy_ha=-1580.96284 homo_ev=-9.1 smiles="COCCOCCCCOC(C)=O.COCCOC.COCCOC.COCCOC"
C 0.982 -1.283 0.779 1.40 0.55 -0.81 -0.5368
O -0.108 -2.073 0.181 -0.55 1.94 0.32 -0.0447
C -1.080 -1.179 -0.532 0.10 0.11 0.70 0.1042
C -2.524 -1.965 -0.796 1.24 -0.63 -1.53 -0.3886
O -2.850 -2.964 0.233 0.22 2.60 0.44 -0.4357
C -2.997 -2.369 1.569 -0.71 -0.33 1.39 -0.1020
C -4.230 -1.300 1.725 0.07 0.36 0.32 -0.6931
C -3.838 0.265 1.437 -0.51 0.87 -0.23 -0.0111
C -2.658 0.877 2.397 -0.67 -0.74 0.86 -0.1896
O -2.520 2.360 2.219 1.30 -0.81 -3.35 -0.3557
C -1.938 2.672 0.902 5.11 -0.47 -2.02 0.6791
C -2.991 3.159 -0.302 -0.60 -0.84 0.64 -0.8617
O -0.616 2.560 0.598 -8.65 0.52 2.58 -0.5560
H 0.650 -0.281 1.283 0.23 -1.85 -0.91 0.1936
H 1.704 -0.985 -0.121 -1.29 -0.44 1.95 0.2430
H 1.631 -1.888 1.567 -1.80 0.85 -1.80 0.1496
H -0.570 -0.869 -1.550 -1.32 -0.37 1.92 0.1846
H -1.254 -0.252 0.177 0.36 -1.61 -1.66 -0.1788
H -2.353 -2.575 -1.808 -0.52 1.09 2.36 0.2595
H -3.412 -1.220 -1.038 1.88 -1.34 0.82 0.2027
H -3.247 -3.274 2.306 0.58 1.84 -1.86 0.3096
H -2.013 -1.883 2.002 -1.74 -0.97 -1.23 0.0651
H -5.166 -1.581 1.051 2.10 0.45 1.39 0.2699
H -4.584 -1.354 2.861 0.72 0.10 -2.39 0.3468
H -4.822 0.902 1.663 2.16 -1.26 -0.43 0.2906
H -3.578 0.497 0.296 -0.47 -0.76 2.47 -0.1463
H -3.026 0.745 3.523 0.99 0.38 -2.45 0.2924
H -1.603 0.387 2.268 -2.06 0.87 0.15 0.1230
H -2.847 2.491 -1.272 0.13 1.42 2.20 0.2143
H -2.865 4.287 -0.591 -0.05 -2.22 0.77 0.2986
H -4.096 2.939 0.068 2.41 0.72 -0.67 0.2995
C 2.270 8.315 2.100 0.16 -0.17 0.16 -0.7120
O 1.843 7.233 2.921 -0.37 0.28 -0.30 -0.3751
C 0.422 7.215 3.096 0.31 -0.57 -0.01 -0.6589
C -0.234 6.162 2.200 -0.09 0.57 -0.20 -0.2624
O -0.113 6.510 0.816 0.26 -0.18 0.32 -0.3905
C 0.914 5.771 0.163 -0.08 -0.03 -0.10 -0.5228
H 3.315 8.145 1.825 -0.15 -0.05 0.13 0.2411
H 1.678 8.392 1.186 -0.04 -0.01 0.03 0.3098
H 2.205 9.252 2.663 -0.02 0.08 -0.09 0.3243
H -0.006 8.208 2.918 0.03 -0.11 -0.10 0.3405
H 0.235 6.952 4.143 -0.03 0.00 -0.04 0.3705
H -1.305 6.126 2.425 0.03 0.00 0.05 0.3533
H 0.183 5.166 2.390 0.05 0.12 0.00 0.2860
H 0.582 4.742 0.001 0.13 -0.04 0.03 0.1213
H 1.845 5.773 0.738 -0.09 0.00 0.01 0.3161
H 1.106 6.235 -0.807 -0.12 0.05 0.09 0.2685
C 4.009 -6.122 1.397 -0.04 -0.27 -0.05 -0.6430
O 3.101 -7.011 2.039 0.02 0.53 0.16 -0.3729
C 2.548 -6.450 3.234 -0.38 -0.43 -0.36 -0.5413
C 1.125 -5.936 2.999 0.44 0.57 0.04 -0.5590
O 1.119 -4.810 2.115 0.06 -0.54 0.01 -0.2787
C 0.725 -5.164 0.794 0.05 0.13 -0.09 -0.7047
H 4.217 -6.510 0.395 -0.07 -0.04 0.18 0.2419
H 3.595 -5.116 1.301 -0.02 -0.01 0.04 0.2307
H 4.947 -6.085 1.959 0.04 0.11 -0.03 0.3266
H 3.194 -5.657 3.629 -0.12 0.01 -0.10 0.3181
H 2.512 -7.254 3.976 -0.01 0.04 0.00 0.3908
H 0.713 -5.592 3.954 0.03 -0.05 0.01 0.3580
H 0.475 -6.733 2.620 0.15 0.02 -0.03 0.3723
H -0.354 -5.345 0.766 0.00 -0.01 -0.11 0.3136
H 1.258 -6.049 0.433 -0.02 -0.02 0.12 0.4179
H 0.958 -4.328 0.131 -0.12 -0.02 0.20 0.0865
C 3.157 -0.629 -4.765 0.11 0.03 -0.25 -0.6586
O 2.476 -1.111 -5.918 -0.26 -0.08 0.48 -0.3767
C 1.448 -2.050 -5.585 -0.07 0.38 -0.53 -0.5012
C 0.063 -1.399 -5.632 0.20 -0.18 0.61 -0.4951
O -0.085 -0.422 -4.596 0.19 0.07 -0.43 -0.2141
C 0.059 0.908 -5.085 -0.02 -0.07 0.15 -0.8034
H 3.761 0.235 -5.060 -0.10 -0.17 -0.06 0.2472
H 2.463 -0.316 -3.982 -0.02 -0.04 -0.01 0.2440
H 3.825 -1.406 -4.380 0.00 0.04 0.12 0.3217
H 1.637 -2.506 -4.606 -0.08 0.13 -0.04 0.2894
H 1.488 -2.845 -6.338 -0.04 0.01 0.04 0.3752
H -0.694 -2.170 -5.452 0.04 0.00 -0.04 0.3454
H -0.132 -0.958 -6.616 0.13 -0.01 0.08 0.3624
H -0.834 1.192 -5.650 0.04 0.08 -0.08 0.2837
H 0.946 1.015 -5.718 -0.08 -0.05 0.02 0.3622
H 0.162 1.578 -4.230 -0.06 -0.14 0.00 0.2253


(3)
88
Properties=species:S:1:pos:R:3:forces:R:3:mulliken_charge:R:1 method="wB97M-V/def2-TZVPD" homo_lumo_gap_ev=9.277 total_energy_ha=-2589.39559 homo_ev=-9.2 smiles="COCN(Cl)C(=O)OC(F)(F)C(F)(F)F.COC[C@@H](C)N.COC[C@@H](C)N.COC[C@@H](C)N.COC[C@@H](C)N"
C -1.953 -2.636 1.504 0.09 0.23 -0.15 -0.4551
O -1.753 -3.919 2.056 0.32 -0.19 -0.12 -0.3791
C -0.534 -4.016 2.751 -0.65 0.11 0.45 -0.5412
N 0.167 -5.267 2.493 -0.79 0.32 -1.50 -0.0478
Cl -0.930 -6.585 2.796 0.43 -0.08 0.36 -0.0713
C 0.682 -5.434 1.174 0.70 -1.78 0.37 0.4074
O 1.218 -6.443 0.794 -0.72 1.55 0.31 -0.4896
O 0.529 -4.296 0.395 0.29 -0.12 0.64 -0.1400
C 1.626 -3.874 -0.306 0.14 0.43 -0.04 0.7053
F 2.032 -4.741 -1.212 0.09 -0.50 -0.43 -0.2685
F 1.237 -2.767 -0.949 -0.37 0.24 -0.04 -0.3358
C 2.860 -3.467 0.569 0.22 -0.03 -0.26 0.8568
F 2.480 -3.044 1.778 0.03 -0.20 -0.03 -0.2617
F 3.713 -4.484 0.687 -0.26 0.25 0.24 -0.2540
F 3.483 -2.458 -0.044 0.19 -0.07 0.16 -0.2282
H -1.156 -2.365 0.817 0.28 -0.02 -0.12 0.1143
H -2.014 -1.867 2.269 -0.13 0.16 0.22 0.3206
H -2.868 -2.646 0.934 -0.38 -0.12 -0.01 0.2592
H 0.095 -3.167 2.520 0.46 -0.03 -0.19 0.3889
H -0.734 -3.991 3.817 0.00 -0.13 0.28 0.4518
C 4.734 -4.081 -5.380 -0.07 -0.13 -0.02 -0.5581
O 3.933 -4.148 -4.215 0.11 0.03 -0.03 -0.4308
C 3.943 -2.981 -3.417 0.01 0.03 0.11 0.9803
C 2.961 -1.893 -3.869 -0.03 -0.08 -0.27 0.4108
C 3.421 -1.096 -5.085 0.09 0.12 0.02 -1.5074
N 1.631 -2.452 -4.140 0.13 0.02 0.17 -0.7171
H 5.640 -3.491 -5.211 -0.01 0.04 0.00 0.1800
H 4.177 -3.666 -6.224 0.08 0.07 -0.02 0.2312
H 5.024 -5.099 -5.638 -0.01 -0.01 0.04 0.2801
H 3.635 -3.303 -2.423 0.01 -0.11 -0.01 -0.3899
H 4.968 -2.599 -3.326 -0.03 0.12 -0.13 -0.4489
H 2.871 -1.190 -3.035 -0.03 -0.05 0.06 0.3978
H 3.322 -1.666 -6.008 0.01 -0.06 0.02 0.3212
H 2.814 -0.198 -5.194 -0.05 -0.03 0.00 0.3773
H 4.464 -0.789 -4.983 0.01 -0.03 -0.01 0.2505
H 1.298 -2.910 -3.299 -0.12 0.07 0.01 0.2376
H 1.754 -3.214 -4.801 -0.03 0.03 -0.10 0.3576
C 7.432 -2.031 -2.108 0.07 -0.23 -0.07 -0.7826
O 7.846 -1.938 -3.459 -0.12 0.06 0.08 -0.3933
C 8.212 -0.642 -3.893 0.02 0.10 -0.21 -0.6110
C 9.655 -0.238 -3.558 0.02 -0.16 0.21 0.2752
C 9.862 0.148 -2.098 0.01 0.14 0.04 -1.3945
N 10.621 -1.281 -3.915 -0.15 0.01 -0.14 -0.7436
H 6.890 -1.136 -1.789 0.04 0.04 0.01 0.3394
H 8.281 -2.209 -1.444 -0.03 0.12 0.08 0.2713
H 6.765 -2.889 -2.032 0.00 0.00 0.00 0.3015
H 8.110 -0.662 -4.981 0.00 -0.06 -0.01 0.3251
H 7.496 0.101 -3.517 0.04 0.01 0.08 0.4081
H 9.881 0.644 -4.164 -0.05 0.00 -0.06 0.4188
H 9.882 -0.723 -1.444 -0.03 -0.05 -0.03 0.2768
H 10.816 0.661 -1.978 0.03 -0.04 -0.02 0.3500
H 9.074 0.819 -1.751 -0.01 -0.02 0.00 0.3415
H 10.557 -1.471 -4.911 0.09 0.06 -0.01 0.2775
H 10.318 -2.146 -3.477 0.06 -0.01 0.07 0.3275
C -4.369 0.834 0.624 0.06 -0.20 0.03 -0.7180
O -3.720 0.760 1.880 -0.02 0.05 -0.11 -0.2860
C -3.932 1.869 2.734 0.12 0.09 0.20 -0.8576
C -5.235 1.816 3.544 -0.12 -0.19 -0.18 0.4394
C -6.477 2.154 2.728 -0.11 0.16 -0.03 -1.2769
N -5.432 0.516 4.193 0.21 0.05 0.01 -0.7326
H -4.410 1.862 0.252 -0.04 0.03 0.02 0.3219
H -5.379 0.421 0.671 -0.05 0.10 -0.04 0.2688
H -3.794 0.233 -0.080 0.04 0.02 0.02 0.2538
H -3.096 1.855 3.438 0.02 -0.06 -0.01 0.3662
H -3.857 2.806 2.167 -0.09 0.00 -0.03 0.3989
H -5.147 2.570 4.330 0.07 0.02 0.00 0.4152
H -6.776 1.338 2.070 0.07 -0.05 0.01 0.2885
H -7.319 2.353 3.390 0.01 -0.04 0.04 0.3414
H -6.315 3.046 2.119 0.01 0.00 0.01 0.1927
H -4.652 0.331 4.817 -0.07 0.03 0.09 0.2711
H -5.355 -0.202 3.478 -0.10 -0.02 -0.01 0.3135
C -7.345 6.003 1.630 0.01 -0.23 0.09 -0.7811
O -6.671 5.934 2.874 0.01 0.08 -0.16 -0.2552
C -6.862 7.050 3.722 0.12 0.07 0.21 -0.7526
C -8.151 7.007 4.556 -0.13 -0.16 -0.17 0.3501
C -9.408 7.346 3.763 -0.06 0.13 0.01 -1.4094
N -8.341 5.713 5.218 0.20 0.05 -0.01 -0.7032
H -7.385 7.027 1.249 -0.04 0.03 0.02 0.3833
H -8.356 5.597 1.712 -0.06 0.11 -0.09 0.2694
H -6.795 5.387 0.918 0.06 0.02 0.03 0.2418
H -6.013 7.037 4.411 0.01 -0.06 -0.01 0.3206
H -6.792 7.982 3.146 -0.09 0.00 -0.03 0.3924
H -8.043 7.766 5.336 0.07 0.01 0.01 0.4210
H -9.718 6.524 3.117 0.05 -0.03 -0.01 0.2713
H -10.235 7.549 4.442 0.01 -0.04 0.03 0.3532
H -9.257 8.231 3.142 0.01 -0.01 -0.01 0.3472
H -7.550 5.529 5.828 -0.07 0.03 0.09 0.2788
H -8.280 4.990 4.506 -0.10 -0.02 -0.01 0.2804